1.
C35H42Br4CaN6O3S2 as an isolated structure in a non-equilibrium geometry. Source: OMol25; level of theory: ωB97M-V with the def2-TZVPD basis set.

The geometry in ORCA input format:
```
! wB97M-V def2-TZVPD RIJCOSX def2/J DEFGRID3
* xyz 0 1
Ca -1.89 0.35 -1.08
C -3.23 3.58 -3.14
C -2.26 3.53 -1.93
N -1.12 2.60 -1.96
C -0.30 2.70 -3.20
C 0.11 1.29 -3.63
N 0.39 0.45 -2.43
C 0.97 -0.85 -2.67
C 0.11 -1.84 -3.48
C -1.20 -2.35 -2.87
N -2.31 -1.44 -2.76
C -2.91 -1.10 -3.99
C -4.04 -0.15 -3.90
N -3.77 1.07 -3.06
C -3.67 2.30 -3.87
H -2.87 4.28 -3.92
H -4.08 4.10 -2.62
H -2.76 3.25 -0.97
H -1.95 4.59 -1.76
H -0.52 2.86 -1.19
H 0.61 3.30 -3.13
H -0.96 2.98 -4.02
H 1.03 1.40 -4.30
H -0.66 0.89 -4.31
H 0.95 0.98 -1.75
H 1.25 -1.20 -1.64
H 1.96 -0.68 -3.19
H 0.71 -2.79 -3.43
H 0.01 -1.54 -4.52
H -0.93 -2.71 -1.88
H -1.53 -3.28 -3.40
H -3.02 -1.86 -2.13
H -3.36 -2.06 -4.38
H -2.16 -0.86 -4.78
H -5.02 -0.62 -3.67
H -4.15 0.20 -4.95
H -4.61 1.22 -2.47
H -4.64 2.44 -4.38
H -2.94 1.95 -4.66
S -0.22 -1.70 0.97
C 1.21 -1.01 1.52
N 2.00 -1.67 2.44
C 3.37 -1.26 2.75
C 3.94 -0.26 1.72
N 2.90 0.79 1.43
C 3.40 1.99 0.78
C 4.58 2.54 1.52
C 4.50 2.97 2.83
C 5.64 3.43 3.54
C 6.83 3.57 2.84
C 6.94 3.10 1.52
C 5.79 2.65 0.83
C 1.62 0.34 1.19
S 0.51 1.44 0.59
C 1.33 -2.54 3.48
C 1.52 -4.06 3.24
C 1.09 -4.61 2.05
C 1.32 -5.96 1.78
C 1.89 -6.82 2.74
C 2.25 -6.29 3.97
C 2.04 -4.92 4.20
H 4.05 -2.08 2.72
H 3.43 -0.85 3.84
H 4.22 -0.75 0.77
H 4.86 0.23 2.07
H 2.59 2.72 0.83
H 3.58 1.82 -0.31
H 3.56 2.90 3.35
H 5.55 3.73 4.63
H 7.71 4.04 3.26
H 7.92 3.00 1.05
H 5.78 2.33 -0.21
H 0.25 -2.28 3.47
H 1.89 -2.25 4.43
H 0.70 -3.99 1.28
H 1.11 -6.32 0.77
H 2.05 -7.88 2.55
H 2.77 -6.87 4.72
H 2.35 -4.60 5.19
Br -7.84 -1.59 2.74
C -6.44 -0.65 1.90
C -6.65 0.76 1.59
Br -8.22 1.74 1.80
C -5.51 1.42 1.14
Br -5.18 3.29 1.19
C -4.42 0.75 0.55
O -3.41 1.36 0.05
C -4.42 -0.74 0.56
O -3.53 -1.39 -0.04
C -5.39 -1.40 1.41
Br -4.97 -3.22 1.95
O 0.86 3.98 6.58
C 1.08 4.05 7.69
*
```

Output
ΔE to the lowest compared entry with this formula, charge and spin: 55.4 kJ/mol
Frontier orbital gap: 0.1204 Eh

Atom charges from the Löwdin analysis, given in e for atoms 1 to 8:
1. Ca 1.2110
2. C -0.1601
3. C -0.2269
4. N -0.1567
5. C -0.1818
6. C -0.1977
7. N -0.1682
8. C -0.2458

---

2.
A 3-piece molecular cluster, C3H5BrOS overall in a non-equilibrium geometry. Source: OMol25; level of theory: ωB97M-V with the def2-TZVPD basis set.

The geometry in ORCA input format:
```
! wB97M-V def2-TZVPD RIJCOSX def2/J DEFGRID3
* xyz 0 1
C 1.18 1.70 -0.12
C 0.30 2.13 0.75
O -0.62 2.35 1.47
H 1.34 0.63 0.04
H 1.98 2.27 -0.45
C -1.03 -0.54 1.06
S -0.53 -1.94 0.42
H -1.11 0.36 0.48
H -1.00 -0.52 2.09
Br -0.63 -3.03 -3.45
H 0.12 -3.39 -2.29
*
```

Output
ΔE to the lowest compared entry with this formula, charge and spin: 212.4 kJ/mol
Structure (SMILES): C=C=O.C=S.Br
Frontier orbital gap: 0.3074 Eh

Atom charges from the Löwdin analysis, given in e for atoms 1 to 8:
1. C 0.0250
2. C -0.2696
3. O 0.1199
4. H 0.0627
5. H 0.0400
6. C -0.5440
7. S 0.6285
8. H -0.0151

---

3.
One molecule with the formula C2H5NS in a non-equilibrium geometry. Source: OMol25; level of theory: ωB97M-V with the def2-TZVPD basis set.

The geometry in ORCA input format:
```
! wB97M-V def2-TZVPD RIJCOSX def2/J DEFGRID3
* xyz 0 1
C -0.14 1.05 -1.80
N -0.28 0.06 -0.96
S 0.71 0.32 0.39
C 0.08 -0.87 1.48
H 0.43 1.91 -1.47
H -0.57 0.98 -2.82
H -1.03 -0.86 1.54
H 0.33 -1.88 1.14
H 0.47 -0.71 2.51
*
```

Output
ΔE to the lowest compared entry with this formula, charge and spin: 120.1 kJ/mol
Structure (SMILES): C=NSC
Frontier orbital gap: 0.3443 Eh

Atom charges from the Löwdin analysis, given in e for atoms 1 to 8:
1. C -0.1878
2. N -0.3642
3. S 0.7958
4. C -0.4680
5. H 0.0305
6. H 0.0754
7. H 0.0461
8. H 0.0276

---

4.
A 2-piece molecular cluster, C7H12 overall in a non-equilibrium geometry. Source: OMol25; level of theory: ωB97M-V with the def2-TZVPD basis set.

The geometry in ORCA input format:
```
! wB97M-V def2-TZVPD RIJCOSX def2/J DEFGRID3
* xyz 0 1
C 1.60 -0.80 0.05
C 0.23 -1.09 -0.07
C -0.86 -1.70 0.75
C -0.07 -2.54 -0.24
H 1.76 0.26 0.19
H 2.43 -1.48 -0.04
H -1.92 -1.56 0.53
H -0.60 -1.90 1.79
H -0.66 -2.83 -1.10
H 0.66 -3.25 0.16
C -0.45 0.83 -1.10
C -0.65 1.46 0.17
C 0.30 2.59 0.41
H -1.43 0.60 -1.54
H 0.22 1.38 -1.77
H -1.39 1.17 0.88
H -0.30 3.44 0.04
H 1.33 2.62 0.01
H 0.42 2.70 1.49
*
```

Output
ΔE to the lowest compared entry with this formula, charge and spin: 572.2 kJ/mol
Structure (SMILES): C=C1CC1.C=CC
Frontier orbital gap (spin up / spin down): 0.2819 / 0.2819 Eh

Atom charges from the Löwdin analysis, given in e for atoms 1 to 8:
1. C 0.0526
2. C -0.3452
3. C -0.1145
4. C -0.1527
5. H 0.0236
6. H 0.0582
7. H 0.0980
8. H 0.1072